# 1
{
  "formula": "C8H14N4",
  "method": "ωB97M-V/def2-TZVPD",
  "symbols": ["C", "C", "C", "C", "C", "C", "C", "C", "N", "N", "N", "N", "H", "H", "H", "H", "H", "H", "H", "H", "H", "H", "H", "H", "H", "H"],
  "xyz": [[-2.615205, 1.211478, 0.173763], [-1.739774, -2.931410, -0.823829], [1.487205, -0.845685, 0.026244], [0.448345, 1.258818, -1.163985], [2.530118, 0.165859, 0.551524], [-1.124418, -0.697749, -0.196863], [0.251134, -0.014597, -0.262080], [0.528342, 1.306395, 0.276407], [-1.134975, -1.858109, -1.019491], [-1.985148, 1.542837, 1.225765], [-2.221345, 0.162179, -0.569058], [1.745766, 1.365790, 1.043716], [-3.528148, 1.705855, -0.174361], [-1.680318, -3.700878, -1.584008], [-2.331880, -3.168025, 0.064196], [1.840462, -1.342901, -0.878149], [1.270853, -1.623519, 0.759667], [1.330386, 1.431298, -1.771046], [-0.459463, 1.566236, -1.665043], [3.141934, -0.246382, 1.352243], [3.187456, 0.498017, -0.252792], [-1.259448, -0.934828, 0.881730], [-2.259276, 2.370571, 1.737356], [-2.770395, -0.118702, -1.371064], [1.526809, 1.276400, 2.047906], [2.269434, 2.245486, 0.923430]],
  "forces_ev_per_a": [[-0.86, 0.00, -0.65], [-0.63, -0.60, 0.78], [-0.13, 0.04, 0.12], [0.20, 0.68, 0.27], [0.58, -1.10, -0.52], [-1.08, -0.47, 0.52], [0.28, 0.47, 0.93], [-1.54, -1.49, -1.13], [1.19, 1.15, -1.56], [2.17, -0.20, 0.42], [0.28, -0.16, 0.04], [-0.03, 0.85, 0.71], [0.13, -0.04, 0.05], [0.05, -0.07, -0.08], [-0.04, 0.11, 0.13], [0.02, 0.04, 0.03], [-0.05, 0.06, 0.02], [0.13, 0.13, 0.02], [-0.45, -0.23, 0.03], [-0.06, 0.27, 0.10], [-0.08, 0.19, 0.16], [0.17, 0.31, -0.04], [-0.19, 0.20, -0.21], [0.00, 0.03, -0.04], [0.03, -0.01, -0.13], [-0.10, -0.15, 0.02]],
  "total_energy_ha": -531.46624,
  "lumo_ev": [-10.874, -10.483],
  "total_charge": 2,
  "homo_lumo_gap_ev": [5.853, 6.262]
}

# 2
{
  "formula": "C8H14N6Si",
  "method": "ωB97M-V/def2-TZVPD",
  "symbols": ["C", "C", "C", "C", "C", "C", "C", "C", "N", "N", "N", "N", "N", "N", "Si", "H", "H", "H", "H", "H", "H", "H", "H", "H", "H", "H", "H", "H", "H"],
  "xyz": [[-4.081975, -0.747067, -0.169925], [1.093080, -0.586877, 3.457946], [-2.916251, 0.871625, -0.775023], [-0.915855, -0.444820, 2.833836], [3.230681, 1.998413, -0.113366], [0.323212, -1.220644, -2.578535], [2.454163, 2.269252, -1.300908], [0.327750, -1.516836, -1.078407], [-4.187912, 0.507227, -0.835942], [-0.155102, -0.596182, 3.882245], [-2.943759, -1.085598, 0.296253], [1.103236, -0.534318, 2.133157], [-2.178316, -0.084310, -0.083556], [-0.177109, -0.343653, 1.717803], [-0.315927, -0.069293, -0.000206], [-4.915537, -1.410260, -0.080417], [1.865566, -0.830218, 4.106683], [-2.396162, 1.687337, -1.117339], [-1.924026, -0.558077, 2.984738], [2.609919, 2.032565, 0.767704], [3.646747, 1.035610, -0.054849], [3.926401, 2.830403, 0.168420], [1.358681, -1.090537, -2.936136], [-0.079612, -2.148443, -2.866859], [-0.354823, -0.510674, -2.920077], [2.627546, 1.467285, -2.027615], [2.024427, 3.184901, -1.583759], [1.355329, -1.738452, -0.862998], [-0.404370, -2.368361, -0.962868]],
  "forces_ev_per_a": [[-2.94, 1.27, -1.11], [-1.63, -0.61, -3.06], [-0.98, -3.42, 1.83], [1.10, 0.01, 0.98], [-0.15, 2.37, 1.76], [1.43, -1.01, 0.83], [0.96, -2.17, -1.17], [-1.16, 0.75, 0.41], [1.68, -1.58, 0.80], [-1.73, 0.25, 1.89], [0.43, -0.94, 0.21], [2.58, 0.92, -0.60], [3.00, 2.88, -1.24], [0.84, -0.95, 1.30], [-1.51, -0.76, -0.49], [-0.49, 0.00, 0.10], [1.68, -0.03, 0.55], [0.58, 2.05, -0.95], [-2.39, 0.25, -0.64], [-0.75, -0.03, 0.69], [0.99, -1.05, -0.32], [0.09, -0.76, -0.50], [-0.74, 0.17, -0.17], [-0.05, -1.09, -1.69], [-0.93, 1.65, -0.55], [-0.69, 0.68, -0.35], [-0.44, 0.94, -0.14], [0.19, -0.56, 0.87], [1.02, 0.76, 0.75]],
  "multiplicity": 3,
  "total_energy_ha": -931.12201,
  "lumo_ev": [0.804, -2.058],
  "homo_lumo_gap_ev": [8.762, 8.019]
}

# 3
{
  "formula": "C8H14NO",
  "method": "ωB97M-V/def2-TZVPD",
  "symbols": ["C", "C", "C", "C", "C", "C", "C", "C", "N", "O", "H", "H", "H", "H", "H", "H", "H", "H", "H", "H", "H", "H", "H", "H"],
  "xyz": [[1.633759, -0.885278, -0.314243], [-1.856541, -1.510588, -0.304353], [-2.534202, -0.278271, -0.771116], [-0.869883, 0.334505, 1.365270], [-0.029677, 0.335304, 0.074456], [-1.381763, -0.231204, 0.093399], [1.795112, -2.139957, 0.314841], [1.163797, 2.532691, 0.240127], [0.482075, 1.543712, -0.636719], [2.260180, -0.173072, -1.062710], [-2.348309, -2.178177, 0.361464], [-1.348983, -2.088512, -1.164911], [-2.586480, -0.058685, -1.857965], [-3.526678, -0.120753, -0.293742], [-0.521837, -0.326601, 2.183146], [-1.151745, 1.385960, 1.714929], [2.940706, -2.164422, 0.427857], [1.390643, -2.752319, -0.551569], [1.102090, -2.186056, 1.129556], [0.609048, 3.079986, 0.931131], [1.770878, 1.893015, 0.967233], [1.826161, 3.149499, -0.423608], [1.347658, 0.934800, -1.106310], [-0.166006, 1.904412, -1.316152]],
  "forces_ev_per_a": [[-3.21, 5.77, -0.27], [0.67, -3.32, -2.81], [-3.40, 0.60, -0.74], [0.93, 1.58, 0.46], [2.03, -1.67, 0.12], [2.06, 1.84, 0.48], [1.48, -0.50, -1.78], [2.88, -1.65, -0.41], [0.63, -2.36, 1.07], [0.25, -1.51, 0.40], [-0.36, -0.17, 0.63], [-0.43, 1.01, 1.62], [0.61, 0.05, 0.94], [0.86, 0.16, -0.34], [-0.45, 0.38, -0.61], [0.07, -1.67, -0.54], [-1.78, -1.00, 0.35], [0.74, -0.29, 1.08], [0.21, -0.48, 0.75], [-1.75, 1.13, 0.36], [-0.26, 0.82, -1.33], [-0.64, -0.42, 0.96], [-0.90, 1.42, -0.06], [-0.23, 0.28, -0.34]],
  "total_energy_ha": -442.80378,
  "lumo_ev": -3.107,
  "total_charge": 1,
  "homo_lumo_gap_ev": 10.262
}

# 4
{
  "formula": "C8H14NO",
  "method": "ωB97M-V/def2-TZVPD",
  "symbols": ["C", "C", "C", "C", "C", "C", "C", "C", "N", "O", "H", "H", "H", "H", "H", "H", "H", "H", "H", "H", "H", "H", "H", "H"],
  "xyz": [[0.398106, 0.732371, 2.123905], [0.226845, 0.013404, 1.051574], [-1.106691, 0.096578, -0.825273], [0.711357, 1.317239, 3.258065], [-2.399012, -0.571898, -0.791845], [2.243296, -1.373043, 1.106500], [-1.043227, 1.157282, -3.052444], [0.741275, -1.301115, 0.738281], [-0.580376, 0.770070, -1.727542], [0.705892, 1.272580, -1.588009], [0.996627, 1.223378, -0.569324], [1.623053, 1.874494, 3.220899], [0.222411, 1.094157, 4.324544], [-2.215689, -1.563358, -0.574976], [-3.009612, -0.235250, -1.607008], [-2.851852, -0.187434, 0.106099], [2.757898, -0.757428, 0.400230], [2.666346, -2.474174, 1.035682], [2.560064, -0.939288, 2.138404], [-0.587381, 0.474860, -3.739512], [-0.841332, 2.241766, -2.978737], [-2.202762, 0.895796, -3.124372], [0.248896, -2.159565, 1.347354], [0.735867, -1.601419, -0.272496]],
  "forces_ev_per_a": [[-1.25, -0.12, -0.93], [-1.56, 0.49, -0.93], [1.23, 0.49, 3.71], [-0.86, -1.23, 1.61], [0.27, 2.80, 0.51], [1.35, -1.38, 1.72], [-3.26, -0.32, 0.91], [1.38, -3.07, 2.61], [1.37, 0.06, 0.23], [0.87, 0.26, 2.26], [-1.31, -0.12, -2.65], [0.30, 0.72, 0.35], [0.93, 0.56, -2.77], [-0.09, -2.47, -0.25], [-0.47, -0.75, -0.65], [-0.47, 0.16, 0.51], [0.66, 0.25, -0.58], [-0.95, 2.28, 0.11], [-0.97, -0.96, -1.60], [0.76, 0.51, -0.83], [-0.15, -0.62, -1.36], [2.49, 0.96, 0.26], [0.23, 1.59, -1.00], [-0.50, -0.05, -1.22]],
  "total_energy_ha": -442.69401,
  "lumo_ev": [-5.113, -5.113],
  "total_charge": 1,
  "homo_lumo_gap_ev": [8.288, 8.287]
}

# 5
{
  "formula": "C8H14NO2PS",
  "method": "ωB97M-V/def2-TZVPD",
  "symbols": ["C", "C", "C", "C", "C", "C", "C", "C", "N", "O", "O", "P", "S", "H", "H", "H", "H", "H", "H", "H", "H", "H", "H", "H", "H", "H", "H"],
  "xyz": [[2.813031, 2.592033, -1.634911], [1.668734, 3.246949, -1.150626], [3.037377, 1.502207, -0.830464], [1.152284, 2.373350, -0.239653], [-3.511560, 0.704392, 1.349675], [0.630433, -1.285123, -2.144717], [-3.036168, -0.295998, 0.254919], [2.048302, -1.650612, -1.559598], [1.903028, 1.281812, -0.071814], [-2.158506, -0.128283, -0.524078], [2.411444, -1.237186, -0.215620], [1.398336, -0.189263, 0.646127], [2.621058, -0.241254, 2.395817], [3.396178, 2.817114, -2.493839], [1.342696, 4.205211, -1.299927], [3.662804, 0.570433, -0.955481], [0.252369, 2.472677, 0.295403], [-3.946468, 0.263268, 2.219408], [-2.672180, 1.359859, 1.604433], [-4.365049, 1.221951, 0.916834], [-0.180680, -1.234938, -1.480386], [0.810788, -0.214575, -2.544618], [0.604719, -1.997136, -2.958216], [2.350476, -1.640214, 2.650455], [-3.743298, -1.182181, 0.187187], [2.824888, -1.476139, -2.261129], [1.913401, -2.754488, -1.414111]],
  "forces_ev_per_a": [[1.24, -0.38, 0.66], [0.41, -2.39, 0.84], [0.60, -2.88, -1.68], [-1.85, 1.50, 0.14], [1.14, -0.25, -1.34], [3.96, 2.88, -1.10], [-2.54, -0.08, 1.52], [-2.90, -2.65, 1.85], [1.38, 0.20, 0.36], [0.90, 0.22, -0.35], [-0.95, 1.23, -0.01], [0.95, -1.35, -0.57], [-0.28, -1.75, 0.35], [0.58, 0.49, -0.25], [-0.93, 1.98, -0.77], [-0.35, 1.69, 0.02], [-0.94, 0.15, 0.64], [0.12, -0.79, 0.63], [-0.44, 0.15, -0.04], [0.16, 0.48, -0.31], [-1.02, -0.51, 0.82], [-0.89, -1.54, 0.20], [-0.85, 0.09, -0.31], [0.27, 2.10, -0.43], [0.68, 0.27, -0.10], [0.76, 0.53, -0.41], [0.79, 0.61, -0.35]],
  "total_energy_ha": -1257.95503,
  "smiles": "CCOP(S)n1cccc1.CC=O",
  "lumo_ev": 0.693,
  "homo_lumo_gap_ev": 8.983
}

# 6
{
  "formula": "C8H14NO2Si",
  "method": "ωB97M-V/def2-TZVPD",
  "symbols": ["C", "C", "C", "C", "C", "C", "C", "C", "N", "O", "O", "Si", "H", "H", "H", "H", "H", "H", "H", "H", "H", "H", "H", "H", "H", "H"],
  "xyz": [[-1.474075, 0.039115, 1.447286], [-1.463282, -1.145840, -0.688381], [-2.641843, 1.955094, -0.430254], [1.439028, -2.131317, 1.249216], [1.834271, -0.698774, -1.637235], [1.920561, 0.793149, 0.933986], [-1.213762, 1.434369, -0.559595], [-1.020986, 0.085391, 0.120732], [-1.802847, -0.014658, 2.553063], [-2.572243, -1.274995, -1.173071], [-0.473751, -1.944686, -0.776720], [0.980071, -0.685218, 0.079952], [-3.336567, 1.209204, -0.811788], [-2.876027, 2.143053, 0.617845], [-2.772532, 2.884134, -0.990735], [2.147085, -1.819860, 2.014448], [0.550020, -2.514126, 1.743651], [1.879579, -2.951722, 0.687642], [1.808705, -1.694816, -2.064423], [1.319411, -0.036911, -2.329387], [2.869225, -0.374646, -1.572524], [2.980212, 0.555510, 1.014372], [1.842697, 1.720827, 0.374446], [1.551103, 0.984864, 1.937237], [-0.517869, 2.159967, -0.122004], [-0.956191, 1.322894, -1.617756]],
  "forces_ev_per_a": [[-0.28, -0.05, 1.11], [-0.08, 0.30, 0.11], [0.05, 0.05, -0.13], [-0.13, 0.53, -0.25], [-0.22, -0.03, 0.59], [-0.32, -0.43, -0.26], [-0.15, 0.12, 0.04], [2.31, -0.52, -0.97], [-0.05, 0.05, 0.14], [-0.57, 0.02, -0.25], [0.78, -0.38, 0.02], [-1.16, 0.23, -0.11], [-0.07, -0.02, -0.01], [-0.07, 0.03, 0.02], [-0.03, 0.02, 0.03], [0.10, 0.07, 0.08], [-0.15, -0.02, 0.02], [-0.01, -0.11, -0.17], [-0.09, -0.21, -0.06], [-0.13, 0.14, -0.09], [0.20, 0.14, 0.07], [0.22, -0.09, 0.01], [-0.05, 0.22, -0.19], [-0.14, 0.00, 0.25], [-0.01, -0.06, -0.08], [0.04, 0.01, 0.08]],
  "total_energy_ha": -808.07300,
  "lumo_ev": 3.562,
  "total_charge": -1,
  "homo_lumo_gap_ev": 8.241
}

# 7
{
  "formula": "C8H14NPS",
  "method": "ωB97M-V/def2-TZVPD",
  "symbols": ["C", "C", "C", "C", "C", "C", "C", "C", "N", "P", "S", "H", "H", "H", "H", "H", "H", "H", "H", "H", "H", "H", "H", "H", "H"],
  "xyz": [[-0.955394, -3.268852, 1.173738], [-0.005337, 0.565280, -1.447976], [-1.161110, 0.836779, 0.787655], [1.286804, -0.017564, -2.035102], [-1.257681, -0.566478, 1.385395], [0.110457, 1.133879, -0.028680], [1.643052, -1.253696, -1.273499], [0.369420, 2.639084, -0.089368], [1.763879, -1.092342, -0.025886], [-1.375219, -2.003961, 0.179744], [1.576625, 0.473205, 0.894643], [-0.949886, -4.270832, 0.779504], [-0.686278, -3.163158, 2.214149], [-0.359822, 1.368518, -2.099611], [-0.752871, -0.232106, -1.468240], [-2.025171, 1.023413, 0.143461], [-1.208325, 1.545844, 1.620800], [1.143764, -0.246853, -3.092244], [2.103048, 0.709517, -1.938979], [-0.416149, -0.747299, 2.058999], [-2.176109, -0.612886, 1.983190], [0.539560, 3.040889, 0.908694], [-0.477645, 3.156339, -0.536617], [1.257223, 2.832486, -0.688415], [2.013164, -1.849207, 0.594645]],
  "forces_ev_per_a": [[-0.25, 0.55, -0.47], [0.09, -0.13, -0.14], [0.15, -0.09, 0.10], [-0.13, 0.00, 0.18], [-0.25, -0.23, -0.14], [0.03, 0.00, 0.40], [0.16, -0.41, -1.35], [0.13, -0.18, 0.05], [0.19, 0.84, 1.45], [0.02, -0.41, 0.78], [0.19, -0.26, -0.75], [-0.02, -0.21, -0.09], [0.09, 0.04, 0.16], [-0.10, -0.03, 0.05], [0.02, 0.19, -0.10], [-0.05, 0.11, -0.01], [-0.06, 0.03, -0.09], [0.08, 0.05, 0.12], [0.07, 0.02, 0.00], [-0.16, 0.03, -0.04], [0.09, -0.03, -0.05], [-0.01, 0.10, 0.05], [-0.14, 0.01, -0.01], [0.03, 0.09, -0.07], [-0.18, -0.08, -0.02]],
  "total_energy_ha": -1107.40482,
  "lumo_ev": 0.402,
  "homo_lumo_gap_ev": 8.224
}

# 8
{
  "formula": "C8H14NS",
  "method": "ωB97M-V/def2-TZVPD",
  "symbols": ["C", "C", "C", "C", "C", "C", "C", "C", "N", "S", "H", "H", "H", "H", "H", "H", "H", "H", "H", "H", "H", "H", "H", "H"],
  "xyz": [[-0.164493, 0.360952, 0.620757], [-1.243481, 0.409652, -1.286710], [0.733392, -0.427186, -0.179655], [0.034990, -0.387956, -1.508891], [0.182393, 0.594159, 2.017095], [2.234844, -0.024854, -0.246829], [-0.511540, -1.767667, -2.018864], [-2.302045, 1.521740, 0.778392], [-1.253170, 0.788442, 0.017808], [-2.478968, 0.730975, -2.314211], [0.806793, -1.535303, 0.348512], [0.597725, 0.092246, -2.426262], [0.041638, 1.553996, 2.484075], [1.168991, 0.241076, 2.347510], [-0.424366, 0.162788, 2.768127], [2.212912, 0.972907, 0.070990], [2.550812, -0.261706, -1.198699], [2.830484, -0.539815, 0.455145], [-1.154237, -2.402622, -1.417452], [0.278355, -2.264987, -2.372603], [-1.064970, -1.678041, -2.905450], [-1.662075, 2.398096, 1.036046], [-2.579350, 0.939587, 1.771818], [-3.032223, 1.771828, -0.045672]],
  "forces_ev_per_a": [[0.09, 0.52, 1.89], [-1.16, 0.04, -3.00], [1.16, -3.21, -0.01], [-1.68, -0.59, -3.01], [0.90, 0.29, 1.36], [-2.26, -0.10, 1.77], [-1.15, 1.60, 0.92], [1.06, 0.13, 0.02], [1.04, -0.70, 3.28], [1.09, -0.16, 0.74], [-0.86, 2.42, -1.38], [-0.77, -0.89, 2.05], [0.20, 1.31, -0.84], [-0.08, 0.14, -0.82], [-1.45, -1.56, 0.31], [0.88, 1.83, -0.40], [0.95, 0.12, -2.02], [0.55, -0.78, 0.81], [0.30, 0.33, 0.90], [3.32, -2.52, -0.76], [-1.01, 0.91, -1.24], [-1.37, -0.02, 0.29], [0.12, 1.16, -2.51], [0.15, -0.27, 1.63]],
  "total_energy_ha": -765.84430,
  "smiles": "CC1=[N+](C)C(=S)[C@H](C)[C@H]1C",
  "lumo_ev": -5.266,
  "total_charge": 1,
  "homo_lumo_gap_ev": 7.712
}

Energy above the lowest of the compared OMol25 structures with the same formula, charge and spin readings, ordered: 93.9, 0.0, 114.9, 183.8, 18.4, 0.0, 65.8, 49.3 kcal/mol
M readings, ordered: 166.2, 222.3, 140.2, 140.2, 219.2, 184.3, 187.2, 156.3 g mol⁻¹